## A
Molecular formula: C3H5O3P
Method: DFT, ωB97M-V with the def2-TZVPD basis set

Output
- Total charge: -2
- LUMO level: 0.260 hartree
- 2S+1: 1

Last column: natural (NBO) charge in e.
Atoms and positions in Å:
P 2.707 0.162 -0.093  2.24
O 3.366 1.487 -0.296  -1.18
O 3.621 -1.063 -0.189  -1.20
O 1.791 0.132 1.319  -0.88
C -0.295 1.788 -0.187  -0.96
C 0.198 -1.256 -0.275  -0.70
C 0.956 0.023 0.039  -0.14
H 0.937 -1.821 -0.788  0.21
H -0.143 -1.645 0.681  0.19
H 0.473 2.489 0.259  0.13
H -0.662 -0.918 -0.948  0.20
H -0.318 1.739 -1.394  0.10

***

## B
Molecular formula: C3H5O3P
Method: DFT, ωB97M-V with the def2-TZVPD basis set

Output
- Total charge: -2
- LUMO level (spin up / spin down): 0.261 / 0.261 hartree
- 2S+1: 1

Last column: natural (NBO) charge in e.
Atoms and positions in Å:
P 1.651 0.068 -0.200  2.23
O 0.894 -0.040 1.311  -0.89
O 2.344 1.385 -0.414  -1.18
O 2.477 -1.175 -0.470  -1.21
C -0.665 -1.459 0.055  -0.68
C -1.697 2.010 0.089  -0.79
C -0.082 -0.074 0.161  -0.21
H -1.363 -1.649 0.877  0.17
H 0.135 -2.207 0.103  0.20
H -1.610 2.025 -1.034  0.08
H -1.206 -1.579 -0.890  0.18
H -0.877 2.695 0.412  0.10

***

Of them, A has the highest stability.

***

## A
Molecular formula: C2H6N2S
Method: DFT, ωB97M-V with the def2-TZVPD basis set

Output
- Total charge: 0
- LUMO level: 0.035 hartree
- Structure (SMILES): C/C(S)=N/N
- 2S+1: 1

Last column: natural (NBO) charge in e.
Atoms and positions in Å:
S -1.145 1.452 -0.448  -0.24
N 0.898 -0.150 -0.306  -0.29
N 1.712 0.401 -1.185  -0.62
C -1.085 -0.951 1.201  -0.67
C -0.216 -0.143 0.226  0.26
H -2.080 -0.690 0.883  0.25
H 2.025 1.403 -0.859  0.36
H 2.641 -0.075 -1.457  0.37
H -0.947 -0.139 1.907  0.24
H -0.818 -1.923 1.503  0.24
H -0.985 0.815 -1.465  0.10

***

## B
Molecular formula: C2H6N2S
Method: DFT, ωB97M-V with the def2-TZVPD basis set

Output
- Total charge: 0
- LUMO level: 0.013 hartree
- Structure (SMILES): [H]/N=C\N(C)S
- 2S+1: 1

Last column: natural (NBO) charge in e.
Atoms and positions in Å:
S -1.289 -1.453 -0.174  0.14
N 2.011 -1.201 -0.067  -0.65
N -0.103 -0.109 -0.461  -0.59
C 1.287 -0.141 -0.125  0.27
C -0.802 1.123 -0.092  -0.46
H 1.745 0.899 0.132  0.19
H 1.360 -1.884 -0.641  0.33
H -1.832 1.227 -0.602  0.22
H -0.822 -1.916 1.190  0.14
H -1.222 1.130 0.988  0.19
H -0.331 2.327 -0.147  0.22

***

Of them, B has the highest stability.

***

## A
Molecular formula: C4H7N2
Method: DFT, ωB97M-V with the def2-TZVPD basis set

Output
- Total charge: +1
- LUMO level: -0.141 hartree
- 2S+1: 1

Last column: natural (NBO) charge in e.
Atoms and positions in Å:
N 2.137 0.007 0.139  -0.30
N -1.336 0.586 0.566  -0.68
C 3.289 0.526 -0.360  -0.46
C -3.520 0.793 -0.719  -0.48
C -2.386 0.882 -0.067  0.48
C 1.110 -0.460 0.255  0.33
H -1.135 1.091 1.424  0.42
H 3.055 0.990 -1.247  0.25
H -3.916 1.380 -1.535  0.29
H 3.968 -0.326 -0.429  0.26
H -4.228 0.074 -0.280  0.29
H 3.869 1.277 0.314  0.26
H -0.208 0.015 0.291  0.35

***

## B
Molecular formula: C4H7N2
Method: DFT, ωB97M-V with the def2-TZVPD basis set

Output
- Total charge: +1
- LUMO level: -0.130 hartree
- Structure (SMILES): N=C=C[C@@H]1C[NH2+]1
- 2S+1: 1

Last column: natural (NBO) charge in e.
Atoms and positions in Å:
N -3.270 -0.054 0.367  -0.54
N 1.342 -0.393 0.681  -0.56
C -0.868 -0.015 -0.469  -0.58
C 0.447 0.628 -0.059  0.01
C 1.658 0.191 -0.632  -0.21
C -2.148 -0.137 -0.007  0.53
H 1.533 -0.495 -1.444  0.26
H 1.855 0.229 1.358  0.43
H -3.872 -0.799 0.676  0.43
H 2.473 0.858 -0.599  0.25
H -0.808 -0.240 -1.527  0.26
H 1.179 -1.322 1.067  0.47
H 0.479 1.548 0.590  0.25

***

## C
Molecular formula: C4H7N2
Method: DFT, ωB97M-V with the def2-TZVPD basis set

Output
- Total charge: +1
- LUMO level (spin up / spin down): -0.244 / -0.244 hartree
- Structure (SMILES): [H]/N=[N+]1/C=CCC1
- 2S+1: 1

Last column: natural (NBO) charge in e.
Atoms and positions in Å:
N -0.443 0.917 0.703  0.01
N -1.196 1.956 1.148  -0.21
C -0.810 -0.157 -0.215  -0.26
C 0.865 0.766 1.040  -0.08
C 0.531 -0.807 -0.720  -0.46
C 1.394 -0.235 0.319  -0.02
H -1.547 0.252 -1.009  0.27
H -1.275 -0.900 0.513  0.27
H 0.711 -0.361 -1.737  0.28
H 0.352 -1.805 -0.723  0.26
H 1.338 1.325 1.931  0.29
H 2.526 -0.452 0.342  0.27
H -2.052 2.196 0.636  0.38

***

## D
Molecular formula: C4H7N2
Method: DFT, ωB97M-V with the def2-TZVPD basis set

Output
- Total charge: +1
- LUMO level: -0.216 hartree
- Structure (SMILES): C#[N+]CN1CC1
- 2S+1: 1

Last column: natural (NBO) charge in e.
Atoms and positions in Å:
N 1.739 -0.312 -0.081  -0.17
N -0.588 -0.767 0.446  -0.31
C -0.759 0.616 0.679  -0.26
C -1.116 0.030 -0.636  -0.26
C 2.055 0.762 -0.355  0.42
C 0.738 -1.276 0.115  -0.13
H 0.785 -1.885 -0.796  0.26
H -0.008 1.412 0.670  0.20
H 0.925 -1.940 0.984  0.27
H 2.708 1.490 -0.791  0.31
H -2.094 -0.220 -0.770  0.23
H -1.663 0.785 1.219  0.25
H -0.556 0.342 -1.437  0.19

***

Of them, B has the highest stability.